# C7H28FN14O7

8 unconnected molecules or ions with the total composition C7H28FN14O7 in a non-equilibrium geometry (ωB97M-V/def2-TZVPD, the Open Molecules 2025 dataset).

XYZ file:
```
57
Properties=species:S:1:pos:R:3:forces:R:3
F 7.95538 -16.28773 -6.20761 -0.34 0.16 0.31
O 5.87028 -15.40788 -1.78957 0.01 -0.49 -0.87
O 11.84230 -17.55195 -6.25314 -0.40 0.57 0.74
O 5.82431 -12.98132 -8.97479 -0.16 -0.31 -0.47
O 8.05296 -21.12039 -5.06675 0.11 1.10 -0.48
O 7.53610 -11.37637 -6.71750 0.74 -1.15 -0.53
O 3.35805 -18.90024 -7.29367 0.96 0.40 0.91
O 9.57010 -15.82136 -10.97119 -0.75 0.51 0.54
N 6.74703 -19.28728 -4.75403 0.13 0.06 -0.08
N 7.44139 -15.94730 -3.35104 0.49 -0.42 -1.08
N 3.76501 -13.09722 -8.06025 1.39 -0.13 -1.48
N 8.75521 -19.04606 -5.83808 0.11 -0.42 -0.23
N 10.75772 -16.07781 -4.86026 -0.58 -0.72 -0.54
N 9.15290 -15.60367 -8.72477 -0.92 -0.29 -0.14
N 7.54792 -16.48800 -10.11873 0.86 0.82 0.58
N 13.05950 -16.22081 -4.86533 -0.57 0.31 0.35
N 5.41260 -14.63738 -7.48209 -0.56 -0.45 -0.22
N 5.27995 -15.52223 -4.00293 0.82 -0.78 0.50
N 7.32570 -13.32096 -5.59883 0.84 -0.29 -0.93
N 4.73879 -17.31499 -6.28042 -0.98 -0.97 -0.01
N 5.64830 -18.97791 -7.54535 -1.02 0.02 -0.12
N 9.05529 -13.11372 -7.11869 -1.22 0.10 0.89
C 4.47376 -18.47762 -6.99455 0.80 0.64 -1.52
C 5.04401 -13.58891 -8.26794 0.64 0.42 1.48
C 7.91732 -12.54516 -6.58494 -0.23 2.05 1.84
C 8.79264 -15.91690 -10.01888 1.11 -1.00 -0.48
C 6.16910 -15.65348 -2.96036 0.24 1.36 1.46
C 7.88104 -19.90773 -5.23384 0.03 -0.39 1.03
C 11.86263 -16.69306 -5.37444 1.04 -0.11 -0.47
H 6.54199 -18.82541 -7.10976 -0.04 -0.10 -0.01
H 13.94154 -16.61051 -5.12777 -0.11 -0.29 -0.19
H 7.66349 -14.25849 -5.46346 -0.18 -0.10 0.18
H 4.73159 -15.12971 -6.94215 -0.15 -0.08 -0.13
H 13.03683 -15.58349 -4.09182 0.16 0.03 0.02
H 9.88215 -16.33528 -5.29684 -0.13 0.15 -0.03
H 3.11512 -13.41640 -7.37672 -0.22 0.25 0.09
H 8.62318 -15.94969 -7.90828 0.51 0.17 -0.40
H 3.78650 -12.24544 -8.60358 -1.24 0.18 0.53
H 5.65650 -16.90292 -6.26410 0.12 -0.27 -0.09
H 4.44427 -15.00839 -3.79908 -0.01 0.12 -0.27
H 5.53218 -19.77898 -8.14123 0.11 -0.08 0.17
H 6.61865 -18.29142 -4.77973 0.20 0.01 0.09
H 6.36707 -14.92917 -7.37572 0.17 0.12 -0.26
H 8.21593 -15.86723 -2.72130 -0.36 -0.07 0.52
H 8.60392 -18.04830 -5.90918 -0.37 0.12 0.04
H 3.96370 -16.85777 -5.83652 0.09 -0.12 0.16
H 9.67602 -19.36070 -6.08976 -0.06 -0.23 -0.01
H 7.71719 -16.02438 -4.33927 -0.40 -0.13 0.29
H 7.21597 -16.85351 -10.98541 -0.01 -0.12 -0.03
H 5.75791 -15.54736 -4.88554 -0.63 0.58 -0.38
H 6.11471 -19.80903 -4.17961 0.05 -0.23 -0.06
H 6.57257 -12.94093 -5.06455 -0.15 0.05 -0.11
H 7.12685 -16.65754 -9.23298 -0.92 -0.40 -0.02
H 10.03197 -15.14669 -8.58781 0.24 -0.27 -0.14
H 10.72372 -15.37810 -4.14683 0.39 0.13 0.00
H 9.64873 -12.55340 -7.69656 -0.25 -0.14 -0.50
H 8.96134 -14.11183 -7.20196 0.61 0.12 -0.41
```
Forces are in eV/Å.

Results
- multiplicity = 1
- total charge = -1
- relative energy (zero: lowest compared OMol25 entry of this formula, charge and spin) (kcal/mol) = 21.5
- DFT total energy (eV) = -45634.95265

Here are the Mulliken charges for atoms 1 to 6, given in e: F 0.05; O -0.71; O -0.64; O -0.61; O -0.73; O -0.71